{"formula": "C26H50AuN4O3SbSi4", "method": "wB97M-V/def2-TZVPD", "homo_energy_ev": [-7.091, -7.975], "de_lowest_kcal_mol": 19.3, "e_tot_ha": -2999.3980, "s2": 2.01, "multiplicity": 3, "elements": ["H", "H", "C", "H", "H", "O", "N", "H", "H", "Si", "H", "H", "H", "H", "Au", "H", "H", "H", "C", "C", "C", "H", "H", "H", "H", "N", "C", "H", "H", "C", "H", "C", "C", "H", "C", "H", "C", "H", "O", "H", "H", "H", "H", "H", "C", "H", "C", "C", "C", "C", "H", "H", "H", "H", "C", "Sb", "C", "Si", "Si", "C", "C", "H", "H", "H", "C", "C", "Si", "C", "H", "H", "H", "H", "H", "O", "N", "H", "H", "C", "H", "C", "H", "C", "H", "H", "H", "C", "N", "H", "H"], "xyz": [[-1.619, 5.363, 0.437], [-3.450, -4.403, -0.837], [2.440, -2.570, 3.205], [-0.658, 4.587, -1.897], [-0.699, -5.705, -1.177], [3.141, -2.401, -3.868], [0.154, -0.603, -3.373], [0.301, 3.953, -3.218], [-1.344, 4.534, 3.902], [1.157, 3.074, -1.022], [-0.528, -3.372, 1.101], [-4.466, 2.315, 0.381], [1.250, -1.453, -4.917], [2.250, 3.655, 2.926], [0.497, -0.851, -1.050], [0.340, -5.259, -2.515], [1.449, -2.678, 3.631], [3.011, -3.455, 3.464], [0.158, 2.530, 0.572], [-3.522, 1.862, 0.119], [-3.447, -4.088, -1.873], [2.880, 2.211, -2.608], [-2.320, -2.577, -4.604], [2.958, 4.722, -1.535], [1.485, -3.948, -0.409], [-0.936, -0.191, 2.087], [2.403, 4.476, -0.635], [-3.834, -1.521, 3.116], [-0.603, -1.286, -3.418], [-0.722, 5.542, 1.018], [-1.110, -6.206, -2.811], [-1.152, 3.604, 3.373], [0.955, -1.083, 1.007], [-2.364, 3.418, 0.975], [-3.474, 0.660, -0.570], [-2.112, 3.174, 3.118], [-1.100, 1.885, 0.170], [2.201, 5.152, 2.024], [-1.086, -2.498, -1.712], [1.372, -4.663, 1.202], [3.907, -1.453, -0.398], [-4.366, 0.124, -0.845], [-4.026, -3.176, -1.950], [-2.555, 0.617, 3.029], [-2.231, 0.166, -0.900], [1.780, 0.149, 4.125], [2.312, -1.784, -3.229], [3.972, -1.581, 0.678], [-2.148, -0.297, 2.613], [-0.693, -5.399, -2.217], [1.936, 5.386, -0.289], [0.004, 5.990, 0.351], [1.730, 0.944, -2.263], [-0.672, 2.932, 4.073], [1.621, 4.501, 2.663], [1.512, 0.966, 1.546], [-0.152, 3.700, -2.265], [-1.638, -3.748, -2.468], [2.344, -2.350, 1.298], [-2.856, -1.480, 2.661], [-1.770, -3.486, -4.367], [4.822, -2.223, 0.889], [3.123, 4.154, 0.110], [-0.778, -3.396, -4.804], [-0.349, -1.282, 1.558], [-2.338, 2.471, 0.471], [-0.030, 3.962, 1.860], [2.280, 1.765, -1.820], [2.922, -1.724, 3.685], [-0.907, 2.942, -2.447], [-0.134, 0.277, -3.801], [-2.775, -3.572, 2.149], [-2.267, -4.308, -4.872], [2.295, -1.663, -1.966], [1.343, -1.070, -3.980], [2.914, -4.598, 0.371], [2.969, 1.336, -1.095], [-2.258, -2.621, 2.118], [-0.966, 6.285, 1.771], [1.989, -4.058, 0.544], [1.518, 1.896, 4.167], [-1.007, -2.528, 1.562], [1.413, 5.055, 3.574], [0.139, 0.782, 3.945], [4.164, -0.610, 1.136], [1.183, 0.964, 3.727], [-1.088, 0.754, -0.556], [-2.131, -0.763, -1.440], [-3.917, -4.853, -2.479]], "lowdin_charge": [0.022, 0.002, -0.175, 0.022, 0.009, 0.037, -0.026, 0.033, 0.037, 0.511, 0.096, 0.115, 0.131, 0.000, 1.031, 0.014, 0.024, 0.026, -0.508, -0.039, -0.176, 0.046, 0.014, 0.036, 0.012, 0.022, -0.175, 0.101, 0.045, -0.160, 0.017, -0.154, -0.552, 0.067, -0.031, 0.014, -0.437, 0.014, -0.458, 0.027, 0.011, 0.111, 0.002, 0.107, -0.117, -0.009, -0.748, -0.180, -0.143, -0.176, 0.003, 0.013, -0.032, 0.009, -0.173, 1.636, -0.148, 0.219, 0.490, -0.057, -0.184, 0.032, 0.028, 0.009, -0.456, -0.054, 0.510, -0.194, 0.006, 0.021, 0.103, 0.114, 0.019, -0.152, -0.004, 0.037, 0.012, -0.041, 0.035, -0.158, -0.008, -0.018, 0.039, -0.002, -0.001, -0.245, 0.021, 0.073, 0.011]}